This record from the Open Molecules 2025 dataset describes a molecular structure, C31H58Br12HgN3O3 in a non-equilibrium geometry. The level of theory is ωB97M-V/def2-TZVPD.

Last column: Mulliken spin population.
Cartesian coordinates (Å):
1 Hg 4.26979 21.85860 -7.57640  0.008
2 C 4.52188 19.19173 -9.87770  -0.006
3 C 4.12988 20.50422 -10.72717  0.002
4 C 2.59739 20.29442 -10.82185  -0.003
5 C 1.87670 21.51381 -11.37320  0.001
6 C 2.22415 22.83422 -10.49670  -0.001
7 C 3.75171 23.07994 -10.46634  -0.008
8 N 4.41074 21.81109 -10.03712  0.035
9 O 5.74844 21.97669 -9.60285  -0.057
10 C 3.93779 24.19103 -9.41970  0.006
11 C 4.14321 23.77999 -11.76551  0.003
12 C 4.73658 20.36669 -12.17000  0.004
13 H 4.12602 18.22596 -10.19185  0.000
14 H 4.16150 19.21637 -8.84929  0.000
15 H 5.58597 18.95650 -9.89976  -0.001
16 H 2.12169 20.29176 -9.84114  0.000
17 H 2.22472 19.44247 -11.39054  -0.001
18 H 0.79120 21.43262 -11.31676  0.000
19 H 2.08799 21.60639 -12.43852  0.000
20 H 1.69644 22.91462 -9.54634  0.001
21 H 1.71145 23.59195 -11.08922  0.000
22 H 4.95227 24.50256 -9.17095  0.002
23 H 3.36765 23.95294 -8.52173  0.002
24 H 3.51262 25.15810 -9.68818  0.000
25 H 3.80146 23.29137 -12.67796  0.000
26 H 5.21484 23.83043 -11.95830  0.000
27 H 3.70532 24.77153 -11.88041  0.000
28 H 4.54285 19.39985 -12.63453  0.000
29 H 5.80971 20.55594 -12.19604  0.000
30 H 4.31969 21.10603 -12.85387  -0.001
31 C 0.94823 23.21708 -4.85563  0.002
32 C 2.47368 23.01344 -4.98190  -0.007
33 C 3.24719 23.26343 -3.63142  -0.005
34 C 3.09833 22.17561 -2.56566  0.001
35 C 3.44317 20.88387 -3.31273  -0.002
36 C 2.70491 20.41654 -4.61817  -0.005
37 N 2.80013 21.65078 -5.47835  0.033
38 O 2.12622 21.28324 -6.77505  -0.023
39 C 1.30805 19.82607 -4.15482  0.001
40 C 3.56596 19.24308 -5.23946  -0.003
41 C 2.90211 24.12510 -5.95962  0.011
42 H 0.66476 24.23802 -4.59986  0.000
43 H 0.52572 22.51744 -4.13447  -0.001
44 H 0.46636 23.13904 -5.83021  0.000
45 H 2.92653 24.25245 -3.30415  0.000
46 H 4.30487 23.31359 -3.89010  0.001
47 H 2.04665 22.23392 -2.28518  0.000
48 H 3.66700 22.44479 -1.67556  -0.001
49 H 3.28770 20.11769 -2.55320  -0.001
50 H 4.51490 20.72833 -3.43640  0.000
51 H 0.63056 20.62202 -3.84568  -0.001
52 H 1.44742 19.13888 -3.32029  0.000
53 H 0.93935 19.17698 -4.94907  0.000
54 H 3.84942 18.49472 -4.49939  0.001
55 H 4.51812 19.60888 -5.62375  -0.006
56 H 3.01062 18.73985 -6.03095  -0.001
57 H 2.17264 24.20224 -6.76586  -0.001
58 H 3.91147 23.86956 -6.28211  0.002
59 H 2.94615 25.04545 -5.37728  0.002
60 C 7.90434 18.25626 -7.69529  0.014
61 C 8.15713 19.15422 -6.50243  -0.035
62 C 9.72217 19.07211 -6.35596  0.014
63 C 10.20950 20.02792 -5.29963  -0.010
64 C 9.81584 21.45484 -5.68860  0.025
65 C 8.25179 21.72212 -5.82472  -0.043
66 N 7.70350 20.53748 -6.64018  0.542
67 O 6.35926 20.63851 -7.09990  0.481
68 C 8.00783 22.99060 -6.75212  -0.013
69 C 7.57368 21.71513 -4.39383  0.019
70 C 7.53938 18.47030 -5.25722  0.028
71 H 8.21848 18.70805 -8.63620  -0.006
72 H 6.83047 18.12683 -7.56057  0.002
73 H 8.44834 17.32451 -7.54040  0.001
74 H 10.31935 19.16138 -7.26343  -0.002
75 H 9.96382 18.08120 -5.97149  0.000
76 H 11.28233 19.88849 -5.16657  0.000
77 H 9.62100 19.81218 -4.40788  0.000
78 H 10.27466 21.99488 -6.51682  -0.006
79 H 10.21389 22.09997 -4.90537  0.000
80 H 8.60402 23.73879 -6.22976  0.000
81 H 6.94577 23.22287 -6.83070  0.009
82 H 8.40173 22.82132 -7.75427  -0.006
83 H 7.69235 22.68164 -3.90407  0.001
84 H 7.86396 21.00066 -3.62353  -0.001
85 H 6.48460 21.75116 -4.42034  0.001
86 H 6.49968 18.18790 -5.42262  0.002
87 H 7.49066 19.05646 -4.33952  -0.001
88 H 8.09075 17.55023 -5.06347  0.005
89 C 5.58959 27.61611 -6.05561  0.000
90 Br 7.08587 28.83770 -5.85346  0.000
91 Br 4.21395 27.78801 -4.60417  0.000
92 Br 6.11369 25.77024 -6.44687  0.001
93 H 4.97409 28.02321 -6.85782  0.000
94 C 2.51169 15.44558 -5.50578  0.000
95 Br 4.46577 15.27048 -5.76630  0.000
96 Br 2.10706 16.36492 -3.73101  0.000
97 Br 1.42130 13.78108 -5.38231  0.000
98 H 2.13753 16.05877 -6.32561  0.000
99 C 2.02697 19.98011 0.27461  0.000
100 Br 1.24352 18.15058 0.20989  0.000
101 Br 3.32127 20.15472 1.84469  0.000
102 Br 0.64413 21.28848 0.36172  0.000
103 H 2.60401 20.13113 -0.63771  0.000
104 C -0.94188 16.57214 -2.41663  0.000
105 Br -0.68255 14.58615 -2.46011  0.000
106 Br -2.55810 16.88552 -1.13741  0.000
107 Br -1.21108 17.46633 -4.13989  0.000
108 H -0.19526 17.20435 -1.93602  0.000

## Properties
Orbital gap (spin up / spin down), eV: 5.675 / 5.709
Energy above the lowest of the compared OMol25 structures with the same formula, charge and spin, kcal/mol: 8.05
Multiplicity: 2
Molecular weight, Da: 1680.3
Net charge: 0
LUMO (spin up / spin down), eV: -0.814 / -0.865
DFT total energy, Eh: -32647.096655
⟨S²⟩: 0.7709